A molecular structure, C49H62IN7OSeW. Source: the Open Molecules 2025 dataset; level of theory: wB97M-V/def2-TZVPD.

XYZ file:
```
122
Properties=species:S:1:pos:R:3:mulliken_charge:R:1
W -0.58 0.69 -0.25 2.01
I 1.23 -2.95 4.81 -0.70
Se 1.59 2.62 -2.30 0.38
O 0.07 0.73 1.50 0.74
N -2.45 1.49 -0.98 1.45
N 0.67 -1.04 -0.42 -0.16
N -0.50 0.46 -2.24 -0.52
N -1.99 -0.75 0.38 -0.16
N 1.09 2.27 -0.61 -0.04
N -0.03 0.31 3.73 -0.42
N 2.40 4.12 -1.88 -0.90
C -1.55 3.07 -5.74 -1.16
C -3.72 1.38 -0.30 -0.73
C -2.22 -5.15 1.33 -0.96
C 1.53 3.28 0.14 -0.12
C 0.81 0.45 2.62 -0.76
C -6.03 -2.36 1.92 -0.67
C 3.51 -3.04 -1.76 -1.38
C -3.80 -2.19 0.75 0.78
C -2.66 -3.97 2.20 -1.00
C 2.27 4.29 -0.58 0.37
C 3.05 0.74 1.47 1.16
C 3.57 -4.14 1.74 -1.12
C 2.25 -4.14 0.97 -0.95
C -1.47 1.07 -3.06 0.02
C 0.67 -1.53 -6.07 -1.13
C 1.32 3.43 1.54 1.41
C -2.04 3.45 2.99 -0.89
C -2.55 3.14 0.55 0.93
C 0.94 -0.09 -5.65 -1.39
C 1.54 -0.79 -2.66 -0.51
C -2.18 4.12 1.62 -1.03
C 1.62 -1.31 -1.36 -0.04
C -3.86 2.46 0.50 0.08
C -4.25 0.05 -0.24 -1.08
C -1.70 2.56 -0.33 -1.24
C -1.82 1.57 -5.58 -1.25
C 1.85 4.52 2.16 -1.42
C -2.52 1.59 -2.42 -0.91
C 4.54 0.47 1.73 2.11
C 0.47 -0.05 -3.10 -0.38
C -3.38 -0.91 0.17 0.31
C 2.81 5.41 0.12 -0.81
C -1.60 -1.87 1.10 0.25
C -1.05 0.98 -4.44 0.61
C 1.90 -2.86 0.25 1.11
C -5.56 1.67 2.23 -1.27
C 2.61 5.51 1.46 -1.01
C 0.13 0.31 -4.46 1.06
C 2.95 -4.06 -2.75 -0.96
C 0.76 -2.02 0.52 0.65
C -5.02 2.82 1.39 -0.79
C 2.14 0.43 2.62 -1.19
C -5.19 -2.74 0.69 -1.37
C -0.31 -2.31 1.36 -1.46
C 2.44 -2.40 -0.93 0.41
C 5.30 0.80 0.44 -1.74
C 4.77 -0.99 2.07 -1.15
C -2.74 -2.70 1.42 0.54
C 5.05 1.38 2.85 -1.96
H -1.66 4.16 3.72 0.36
H -1.81 3.61 -4.83 0.31
H 5.84 -1.21 2.18 0.58
H 1.70 4.64 3.22 0.53
H 4.07 -2.26 -2.30 0.50
H -5.68 -2.41 -0.22 0.47
H 0.76 2.69 2.09 0.50
H -1.57 1.05 -6.51 0.42
H 1.45 -4.38 1.67 0.23
H 2.42 -4.86 -2.23 0.29
H 3.74 -4.51 -3.35 0.45
H -1.97 -3.84 3.04 0.38
H -1.24 4.59 1.34 0.20
H 5.11 1.84 0.13 0.30
H -4.76 1.17 2.79 0.28
H 4.52 1.20 3.79 0.32
H 3.38 6.14 -0.44 0.50
H -2.92 -5.33 0.52 0.31
H -0.49 3.25 -5.93 0.29
H 0.88 -2.22 -5.25 0.17
H -5.12 -3.83 0.62 0.36
H -2.12 3.49 -6.56 0.42
H 2.00 0.05 -5.43 0.43
H 4.24 -3.52 -1.11 0.36
H 4.93 2.43 2.58 0.33
H 2.28 -1.11 -3.39 0.85
H 4.98 0.14 -0.37 0.14
H 6.38 0.68 0.57 0.51
H -6.12 -1.28 2.01 -0.06
H -3.37 2.10 -2.86 0.61
H 2.76 0.18 0.57 -0.94
H -2.15 -6.06 1.93 0.41
H 0.72 0.59 -6.48 0.49
H -3.64 -4.18 2.64 0.36
H -0.93 -0.04 3.41 0.38
H -6.05 0.92 1.62 0.28
H 2.97 1.80 1.20 -0.05
H -5.56 -2.73 2.83 0.31
H 3.71 -5.12 2.20 0.50
H -2.89 1.41 -5.42 0.44
H -1.24 -4.97 0.89 0.12
H -3.00 3.09 3.36 0.35
H -5.30 -0.18 -0.29 0.54
H 2.23 -3.59 -3.43 -0.01
H -2.92 4.92 1.66 0.69
H 4.43 -3.94 1.10 0.21
H 6.12 1.20 3.03 0.52
H 2.27 -4.94 0.22 0.39
H -7.03 -2.79 1.85 0.40
H 3.01 6.34 2.02 0.42
H -1.37 2.59 2.96 0.11
H 3.53 -3.41 2.55 0.05
H 4.27 -1.28 3.00 0.35
H -5.82 3.23 0.77 0.45
H 2.58 0.16 3.58 0.64
H -0.37 -1.67 -6.35 0.32
H 1.29 -1.82 -6.92 0.42
H -6.30 2.04 2.95 0.49
H 0.29 -0.40 4.41 0.22
H -4.71 3.63 2.05 0.27
H 4.38 -1.63 1.28 -0.22
H -0.18 -3.10 2.09 0.08
```

Its expectation value of S² is 2.12. As for the energy relative to the best compared isomer or geometry (same formula, charge and spin): 64.1 kcal/mol. Its HOMO energy (alpha / beta) is -6.4 / -6.4 eV. Its multiplicity is 3.

***

A molecular structure, C49H62NO8P2Si2Tl. Source: the Open Molecules 2025 dataset; level of theory: wB97M-V/def2-TZVPD.

XYZ file:
```
125
Properties=species:S:1:pos:R:3:mulliken_charge:R:1
Tl 1.05 0.83 1.39 1.67
P 1.29 -1.91 -0.92 1.77
P -0.82 1.87 -1.85 1.87
Si 1.42 1.21 -2.35 1.41
Si -0.36 -1.44 3.44 -3.63
O -1.69 -1.62 4.40 0.67
O -0.64 -0.82 2.01 1.00
O 0.74 3.69 1.48 -0.22
O 0.43 -2.87 3.24 1.18
O 3.24 -0.26 3.04 -0.48
O -1.44 -0.50 -0.36 -0.48
O 1.08 3.20 -0.55 -0.33
O 0.70 -0.49 4.31 -0.12
N 1.29 4.00 0.42 -0.23
C -2.22 -4.91 -1.14 -0.99
C 4.70 -3.14 0.95 -0.71
C -2.31 4.91 0.39 -0.76
C 3.03 1.28 -1.45 -0.86
C -2.14 0.96 -2.72 0.73
C 1.67 3.28 -4.55 -0.46
C -0.28 3.01 -3.16 -0.55
C -0.29 4.65 -4.88 -0.84
C -0.10 -3.09 -1.06 -0.13
C 1.86 -0.30 -4.67 -0.10
C 1.01 2.61 -3.51 0.14
C -1.82 -0.10 -3.56 -0.02
C -1.68 2.77 -0.52 1.09
C -1.62 4.17 -0.55 -1.08
C 2.65 -4.39 -0.45 -0.19
C 0.41 0.57 5.24 2.01
C 0.93 -3.87 4.12 1.95
C -4.45 0.74 -3.38 -0.76
C 1.59 -0.42 -3.30 0.03
C 2.39 -3.56 4.42 -1.20
C 2.27 -1.38 -5.43 -1.00
C -0.49 -3.77 0.09 0.29
C -3.62 -0.54 3.42 -1.96
C -3.11 -2.96 2.97 -1.39
C 1.72 -1.69 -2.70 -0.86
C 3.69 -5.14 0.07 -0.91
C -0.79 -3.32 -2.25 -0.29
C 3.64 -2.40 0.43 -0.44
C 2.13 -2.77 -3.48 -0.25
C 4.72 -4.52 0.76 -0.63
C -3.47 1.37 -2.63 -1.06
C 1.72 1.30 5.48 -1.91
C -3.78 -2.23 5.26 -2.04
C 2.41 -2.62 -4.83 -0.92
C -4.12 -0.32 -4.21 -0.73
C -0.62 1.52 4.63 -1.30
C -1.85 -4.22 -2.28 -0.82
C 2.62 -3.01 -0.29 1.16
C -3.04 -1.84 4.00 2.12
C -1.53 -4.68 0.05 -0.50
C -0.10 -0.02 6.55 -1.63
C -2.40 2.14 0.48 -0.51
C 0.82 -5.18 3.35 -1.58
C -0.95 4.01 -3.85 -0.29
C -2.80 -0.74 -4.30 -0.61
C 1.02 4.30 -5.22 -0.78
C -3.07 2.89 1.43 -0.53
C -3.04 4.28 1.39 -0.85
C 0.12 -3.94 5.41 -1.52
H 2.05 1.82 4.57 0.22
H -3.62 2.38 2.22 0.42
H -0.79 5.44 -5.43 0.44
H -0.80 -0.45 -3.63 0.06
H 2.47 -2.63 4.99 0.03
H -2.70 -3.88 3.39 0.19
H 2.95 -3.44 3.49 0.11
H -0.27 1.93 3.68 0.13
H 5.53 -5.11 1.17 0.39
H 1.84 -4.89 -0.96 0.35
H 0.16 -3.00 5.95 0.14
H 0.03 -3.58 1.03 -0.08
H -0.37 0.79 7.23 0.55
H 3.76 0.31 3.62 0.26
H 1.74 0.66 -5.15 0.42
H -5.47 1.07 -3.30 0.44
H -1.56 1.00 4.45 -0.04
H 2.49 0.60 5.79 0.32
H -0.98 -0.65 6.37 0.05
H 2.68 3.01 -4.83 0.52
H -4.14 -3.13 2.66 0.65
H 2.51 -0.56 3.61 -0.05
H -2.53 -1.57 -4.94 0.51
H 2.22 -3.75 -3.03 0.40
H -1.24 -0.86 0.55 -0.03
H 3.78 1.25 -2.25 0.48
H -3.36 -3.15 5.68 0.36
H -2.39 -4.38 -3.21 0.41
H 0.67 -0.62 7.02 0.32
H -1.00 4.67 -1.28 0.48
H 2.73 -3.48 -5.41 0.43
H -0.22 -5.37 3.09 0.27
H 3.61 -1.33 0.63 -0.20
H 0.53 -4.73 6.06 0.56
H -4.64 -0.71 3.06 0.63
H -3.70 -1.44 6.01 0.36
H -4.84 -2.40 5.06 0.40
H 2.85 -4.36 5.01 0.48
H 1.19 -6.02 3.95 0.46
H -3.74 2.19 -1.98 0.53
H 3.15 2.19 -0.86 0.45
H 5.47 -2.65 1.51 0.44
H -2.52 -2.70 2.08 0.05
H -4.89 -0.82 -4.79 0.40
H -0.52 -2.79 -3.15 0.36
H -0.80 2.36 5.31 0.71
H 1.40 -5.13 2.43 0.21
H -2.25 5.99 0.37 0.38
H -0.92 -4.16 5.20 0.20
H -2.44 1.06 0.52 0.52
H -1.97 4.28 -3.61 0.52
H 1.60 2.05 6.26 0.46
H -3.03 -5.62 -1.16 0.38
H 1.52 4.82 -6.02 0.44
H -3.65 0.23 4.19 0.36
H -2.05 -1.11 -0.78 0.25
H -3.56 4.86 2.13 0.42
H -3.00 -0.19 2.59 0.18
H 2.48 -1.26 -6.48 0.43
H 3.70 -6.22 -0.06 0.42
H 3.20 0.40 -0.83 -0.06
H -1.81 -5.20 0.95 0.40
```

As for the energy relative to the best compared isomer or geometry (same formula, charge and spin): 0.0 kcal/mol. Its HOMO energy is -7.4 eV.

***

- Which of these has the highest energy relative to the best compared isomer or geometry (same formula, charge and spin)?
  C49H62IN7OSeW

***

- Among the records above, which one has the highest energy relative to the best compared isomer or geometry (same formula, charge and spin)?
  C49H62IN7OSeW

***

- The highest energy relative to the best compared isomer or geometry (same formula, charge and spin) belongs to which entry?
  C49H62IN7OSeW

***

- energy relative to the best compared isomer or geometry (same formula, charge and spin) of number 2 (C49H62NO8P2Si2Tl)?
  0.0 kcal/mol